# C25H40HfN2O3PS2SiTe

A molecular structure, C25H40HfN2O3PS2SiTe (ωB97M-V with the def2-TZVPD basis set, the OMol25 dataset).

Geometry (Å):
Hf: 0.55159 0.73352 -0.39603
C: 3.38393 2.74616 -0.20875
C: 2.75311 1.76723 0.75809
C: 1.96420 2.20179 1.84450
C: 1.55069 3.64470 1.97963
C: 1.58385 1.28543 2.83852
C: 0.90939 1.78933 4.08642
C: 1.81966 -0.08390 2.66925
C: 1.24029 -1.07869 3.64299
C: 2.58330 -0.53078 1.58171
C: 2.98331 -1.97712 1.46217
C: 3.07063 0.39407 0.64084
C: 4.02816 -0.08134 -0.42495
H: 3.15401 2.51417 -1.24957
H: 4.46994 2.71400 -0.09884
H: 3.06552 3.76531 -0.02593
H: 2.27765 4.21346 2.56452
H: 0.58663 3.72017 2.47894
H: 1.44445 4.11806 1.00949
H: -0.17686 1.82487 3.96298
H: 1.25068 2.79161 4.33294
H: 1.13129 1.14653 4.93417
H: 1.97439 -1.36932 4.39856
H: 0.91426 -1.97709 3.12298
H: 0.37192 -0.67209 4.15343
H: 2.44466 -2.46248 0.64538
H: 2.78299 -2.53075 2.37314
H: 4.05055 -2.05830 1.25719
H: 5.03313 -0.17353 -0.00223
H: 4.08796 0.59845 -1.26957
H: 3.74384 -1.06501 -0.79327
C: -6.28678 0.36312 1.86835
Si: -4.44124 0.35085 2.16149
C: -3.94080 -1.25442 2.98288
C: -3.93979 1.84071 3.17671
C: -3.60938 0.46531 0.44942
C: -4.34946 0.56669 -0.72103
C: -3.74076 0.65908 -1.97165
C: -2.37218 0.63291 -2.03450
N: -1.62407 0.51585 -0.92425
C: -2.21841 0.45059 0.28031
S: -1.02979 0.38504 1.56007
H: -6.80510 0.29520 2.82704
H: -6.61673 -0.48080 1.25928
H: -6.61463 1.28652 1.38587
H: -4.44420 -1.36297 3.94582
H: -2.86495 -1.28649 3.16286
H: -4.20562 -2.11723 2.36909
H: -4.42778 1.79704 4.15354
H: -4.23565 2.77545 2.69779
H: -2.86202 1.86842 3.34071
H: -5.43146 0.58763 -0.66415
H: -4.32690 0.75439 -2.87379
H: -1.83330 0.70216 -2.96993
C: -0.87079 -2.36400 -5.07926
C: -0.74903 -3.17600 -3.81091
O: -0.48318 -2.33440 -2.65290
P: 0.89879 -1.65768 -2.34971
O: 0.88547 -1.35458 -0.84478
Te: 1.23327 0.51528 -3.30520
O: 1.93121 -2.76468 -2.75877
C: 3.28125 -2.55784 -3.25297
C: 3.35352 -2.96783 -4.70271
H: -1.15902 -3.02012 -5.90056
H: 0.07457 -1.88771 -5.34267
H: -1.63100 -1.59042 -4.97163
H: 0.04131 -3.92146 -3.87986
H: -1.68260 -3.67422 -3.56345
H: 3.91930 -3.17294 -2.62141
H: 3.55274 -1.50861 -3.12760
H: 3.03179 -4.00089 -4.82970
H: 4.38278 -2.88090 -5.05110
H: 2.72702 -2.32031 -5.31730
S: -1.34902 4.61137 -2.13454
C: -0.44473 3.55969 -1.39954
N: 0.24820 2.76473 -0.83405

- E_HOMO: -0.40567 Ha
- Net charge: +1
- Strongest force on any atom: 0.7 eV Å⁻¹
- DFT total energy: -83137.492 eV
- ΔE to the lowest compared entry with this formula, charge and spin: 0.0 kcal/mol

Atomic partial charges in e from the Mulliken method, atoms 1 to 4: -0.3197, -1.9467, 0.0558, 2.2829